Below is a cluster of 2 separate species, C2H2N3O in total at a distorted geometry, with properties calculated with ωB97M-V/def2-TZVPD.

Geometry as XYZ:
```
8
Properties=species:S:1:pos:R:3:nbo_charge:R:1
O -0.970 -2.748 2.116 -0.428
N 0.827 0.787 0.606 0.251
N 1.214 0.754 1.660 0.302
N 0.413 0.403 -0.477 -0.213
C -0.177 0.797 -1.556 0.219
C -0.383 -1.891 1.729 0.435
H -0.542 0.155 -2.260 0.230
H -0.381 1.743 -1.817 0.205
```

Energy relative to the best compared isomer or geometry (same formula, charge and spin) (eV): 2.725
LUMO energy (eV): -7.60
Charge: +1
HOMO-LUMO gap (Eh): 0.3496